#A
Molecular formula: CH14NO6
Method: DFT, wB97M-V/def2-TZVPD

Structure (ORCA input):
```
! wB97M-V def2-TZVPD RIJCOSX def2/J DEFGRID3
* xyz -1 1
N 0.6827 -1.5061 -0.9316
C 1.5356 -0.9670 0.3477
O 0.9557 0.2562 0.6078
H -0.2211 -1.5962 -0.4739
H 0.7471 -0.9163 -1.6802
H 1.4410 -1.5374 1.3744
H 2.5501 -0.8522 0.2109
H -2.1216 0.7229 -0.7038
H -2.4641 0.2060 -2.0240
O -2.6549 0.0400 -1.1146
H 4.6484 0.5892 0.5760
H 3.2290 1.2711 0.1630
O 4.0622 1.0364 -0.1918
H -0.6900 1.9811 -0.2801
H 0.1445 0.8032 -0.4576
O -0.4828 1.4649 -1.0812
H -3.6774 -2.2016 0.1361
H -4.1124 -1.1655 -0.6631
O -4.4262 -1.9654 -0.4242
H 0.4780 0.7719 2.1922
H 0.2248 2.0148 1.7925
O 0.1516 1.5502 2.6256
*
```

Values from the calculation:
LUMO level ... 3.51 eV

***

#B
Molecular formula: CH14NO6
Method: DFT, wB97M-V/def2-TZVPD

Structure (ORCA input):
```
! wB97M-V def2-TZVPD RIJCOSX def2/J DEFGRID3
* xyz -1 1
N 1.2033 -0.5620 -1.4306
C 1.7813 0.2890 -0.3634
O 0.8657 0.8287 0.4663
H 1.2861 -1.5255 -1.1320
H 0.2569 -0.4068 -1.7360
H 2.5796 -0.1091 0.2735
H 2.3689 1.1664 -0.8119
H -1.7199 -1.0865 -0.0904
H -2.8529 -1.3490 -1.0527
O -2.4700 -1.6920 -0.2412
H 2.4594 3.3337 -0.1558
H 1.7419 2.4947 -1.0810
O 1.9732 3.4549 -0.9957
H -2.0753 1.6659 0.0778
H -0.6889 0.7955 0.2213
O -1.6573 0.8085 -0.0863
H -1.4136 -4.5487 -0.1348
H -2.4074 -3.3025 -0.0154
O -2.2633 -4.2550 0.2140
H 0.5755 0.9191 1.9929
H 0.1182 2.0011 3.1206
O 0.3385 1.0796 2.9607
*
```

Values from the calculation:
LUMO level ... 3.54 eV

***

Which one is most stable, and which one is least stable? #B is the most stable of them, while #A is the least stable.

***

#A
Molecular formula: C23H43NO18
Method: DFT, wB97M-V/def2-TZVPD

Structure (ORCA input):
```
! wB97M-V def2-TZVPD RIJCOSX def2/J DEFGRID3
* xyz 0 1
C -0.8035 2.1755 -0.6141
C -0.3682 2.9400 -1.8361
C 1.1821 3.1061 -1.7546
O 1.6257 2.4824 -2.9056
C 0.6588 1.9300 -3.5367
O 0.7091 1.2772 -4.5877
O -0.5153 2.1694 -2.9737
H -0.7598 2.8059 0.2362
H -0.2235 1.3193 -0.3135
H -1.8475 1.9473 -0.7125
H -0.9552 3.8530 -1.9528
H 1.6636 2.6809 -0.8759
H 1.3801 4.1936 -1.7847
C -3.8666 -2.7234 0.7181
O -3.6158 -1.3412 0.5408
C -3.1236 -0.5653 1.4610
O -2.7080 -1.0839 2.7189
O -3.1017 0.7325 1.1909
C -2.7933 1.6496 2.2952
H -4.5722 -2.8080 1.5553
H -2.9621 -3.2359 1.0660
H -4.2428 -3.2055 -0.1673
H -1.6881 1.6479 2.3569
H -3.3765 1.3025 3.1904
H -3.0662 2.5959 1.9529
C 0.7169 0.1719 2.0793
O 0.9374 -0.2027 0.7360
C 2.1976 -0.1705 0.2093
O 3.3678 0.0067 0.9698
O 2.2035 -0.2774 -1.0867
C 3.4328 -0.0454 -1.7649
H 0.8293 1.2665 2.2264
H 1.4821 -0.2322 2.7454
H -0.2430 -0.1976 2.5132
H 4.0845 -0.8806 -1.6424
H 3.9315 0.8162 -1.5214
H 3.1755 -0.0214 -2.8697
C 3.5826 -2.4900 3.4062
O 2.3029 -3.0624 3.7424
C 1.3976 -2.2951 4.3033
O 1.8343 -1.0417 4.8574
O 0.1228 -2.7461 4.3667
C -0.7335 -1.8540 5.0030
H 3.4333 -1.6256 2.7596
H 4.0121 -3.2498 2.7951
H 4.1674 -2.1981 4.2742
H -0.3741 -1.5104 5.9281
H -1.7666 -2.3039 4.8597
H -0.7570 -0.9587 4.4598
C 2.7489 3.6238 1.9230
O 1.3673 3.6597 1.7337
C 0.6780 4.1045 2.7421
O 1.2233 4.4835 3.9901
O -0.5849 4.1200 2.4415
C -1.5216 4.6356 3.3921
H 3.0450 4.6285 2.0335
H 3.2052 3.1774 1.0414
H 2.9332 3.0293 2.8335
H -1.8032 3.7964 4.0110
H -2.3993 5.0945 2.8685
H -1.0671 5.3570 4.0629
C -0.8030 -1.3572 -1.4642
O -1.6448 -2.2917 -2.1094
C -2.6336 -1.7937 -2.8001
O -2.7968 -0.4009 -2.8771
O -3.4714 -2.6076 -3.4691
C -4.7125 -2.0795 -3.8806
H -1.3810 -0.8816 -0.7173
H -0.4099 -0.6649 -2.1987
H 0.1092 -1.8509 -1.0928
H -5.2402 -2.6823 -4.6205
H -4.5923 -1.1190 -4.3274
H -5.4199 -2.0299 -3.0548
C 2.7849 -3.4388 -3.3564
C 1.4540 -2.7200 -3.5554
C 1.3262 -2.0982 -4.8976
C -0.0255 -1.4783 -5.1010
N -1.0518 -1.0455 -5.2454
H 3.5586 -2.6821 -3.1980
H 3.0393 -4.1168 -4.1563
H 2.6390 -3.9812 -2.4488
H 1.4977 -1.8485 -2.8268
H 0.5014 -3.2602 -3.4381
H 1.5259 -2.7798 -5.7473
H 1.9549 -1.2451 -5.1072
*
```

Values from the calculation:
LUMO level ... 0.42 eV

***

#B
Molecular formula: C23H43NO18
Method: DFT, wB97M-V/def2-TZVPD

Structure (ORCA input):
```
! wB97M-V def2-TZVPD RIJCOSX def2/J DEFGRID3
* xyz 0 1
C 0.6002 -2.8011 0.0590
C 1.0502 -1.8231 -0.9600
C -0.0788 -1.1431 -1.7540
O 0.2792 0.2209 -1.7650
C 1.3092 0.4419 -1.0470
O 1.7012 1.5749 -0.8220
O 1.8192 -0.7631 -0.5350
H 0.0582 -3.6741 -0.2640
H -0.1918 -2.3871 0.7340
H 1.4792 -3.1731 0.6760
H 1.5532 -2.4471 -1.7380
H -1.0388 -1.0511 -1.2920
H -0.2598 -1.7231 -2.6610
C -3.3578 -4.6141 1.5570
O -3.5568 -5.2081 2.7990
C -4.2538 -4.6191 3.7690
O -4.6248 -3.3001 3.6970
O -4.5688 -5.4571 4.7970
C -5.5988 -5.0831 5.5480
H -4.1858 -3.9781 1.1790
H -3.3418 -5.2971 0.6900
H -2.4628 -3.9401 1.5510
H -6.4208 -4.8211 4.9410
H -5.4068 -4.3031 6.2830
H -5.8688 -5.8701 6.2490
C -1.2348 -2.8221 4.3350
O -1.1338 -2.3261 3.0550
C -0.9338 -0.9911 3.0060
O -0.6028 -0.2411 4.1780
O -1.0628 -0.3981 1.8560
C -1.0518 1.0409 1.7210
H -1.5518 -2.1911 5.1740
H -0.2618 -3.1911 4.7050
H -1.9288 -3.6261 4.3260
H -0.4438 1.2929 0.8750
H -0.5918 1.6119 2.5470
H -2.1258 1.4559 1.5980
C 2.6172 1.3589 2.4170
O 2.0252 0.1279 2.5950
C 2.8002 -0.8731 2.9530
O 4.0512 -1.0931 2.4270
O 2.1732 -1.8381 3.7160
C 2.9372 -2.7341 4.4850
H 1.8872 2.1819 2.2800
H 3.2902 1.3509 1.4520
H 3.3102 1.5059 3.2400
H 3.9652 -2.3541 4.9810
H 3.3872 -3.4811 3.8640
H 2.2732 -3.2341 5.2680
C 6.1352 5.4309 -4.9410
O 5.1392 4.9729 -4.0090
C 4.4092 3.8819 -4.3800
O 4.5942 3.4949 -5.7730
O 3.6552 3.2559 -3.4480
C 2.9422 2.1139 -3.8130
H 6.0002 5.9199 -5.8820
H 6.7402 4.6199 -5.2580
H 6.8162 6.1309 -4.4350
H 3.2772 1.2099 -3.1560
H 3.1642 1.7649 -4.8090
H 1.9172 2.2979 -3.5900
C -4.6728 -3.1441 -3.4100
O -3.7848 -2.0401 -3.5230
C -3.5108 -1.2101 -2.3950
O -3.5028 -1.7171 -1.1120
O -3.1568 0.0699 -2.5780
C -3.1488 0.8709 -1.2830
H -4.5798 -3.6551 -4.3260
H -5.5658 -2.6501 -3.1340
H -4.5318 -3.7561 -2.5540
H -2.4688 0.3629 -0.5750
H -4.1658 0.8369 -0.9720
H -2.8398 1.8739 -1.4330
C 2.3512 6.3099 -2.9530
C 1.0882 5.9079 -2.2150
C 0.7332 4.3529 -2.2900
C -0.2138 3.9199 -1.2770
N -0.9808 3.5959 -0.4680
H 2.2622 5.9509 -3.9770
H 3.2972 5.8739 -2.5440
H 2.4242 7.4959 -2.9330
H 0.2682 6.3519 -2.7970
H 1.2402 6.0639 -1.1170
H 1.7122 3.9079 -2.0460
H 0.5272 4.0369 -3.3430
*
```

Values from the calculation:
LUMO level ... 0.44 eV

***

Which one is most stable, and which one is least stable? #A is the most stable of them, while #B is the least stable.

***

#A
Molecular formula: C4H3NO2
Method: DFT, wB97M-V/def2-TZVPD

Structure (ORCA input):
```
! wB97M-V def2-TZVPD RIJCOSX def2/J DEFGRID3
* xyz 0 1
O -1.7177 0.4433 2.1947
C -1.6129 0.5979 1.0045
C -0.3402 0.5000 0.2705
N -0.2955 0.4528 -1.0255
C 0.8578 -0.2393 -1.3032
C 1.4634 -0.5743 -0.1344
O 0.7322 -0.0807 0.8879
H -2.4689 0.6501 0.3083
H 1.0797 -0.5441 -2.3125
H 2.3023 -1.2056 0.1096
*
```

Values from the calculation:
LUMO level ... -0.20 eV

***

#B
Molecular formula: C4H3NO2
Method: DFT, wB97M-V/def2-TZVPD

Structure (ORCA input):
```
! wB97M-V def2-TZVPD RIJCOSX def2/J DEFGRID3
* xyz 0 1
O 2.6346 0.6982 0.2129
C 2.1510 -0.0695 -0.5747
C 1.0664 -1.0093 -0.2129
N -0.0886 -0.7165 -0.3663
C -1.2777 -0.2526 -0.2406
C -1.5231 0.5091 0.9872
O -0.6772 0.6547 1.8426
H 2.4615 -0.1443 -1.6327
H -1.9723 -0.3415 -1.0624
H -2.5211 0.9720 1.0646
*
```

Values from the calculation:
LUMO level (spin up / spin down) ... -0.58 / -0.58 eV

***

#C
Molecular formula: C4H3NO2
Method: DFT, wB97M-V/def2-TZVPD

Structure (ORCA input):
```
! wB97M-V def2-TZVPD RIJCOSX def2/J DEFGRID3
* xyz 0 1
N 2.2372 1.2807 -0.6631
C 1.1676 0.9007 -0.4483
C -0.1493 0.3146 -0.2135
C -0.1965 -1.0994 -0.8272
O -1.2325 -1.6419 -1.0992
C -0.4811 0.3050 1.2918
O 0.3049 0.6349 2.1357
H -0.9386 0.8919 -0.7119
H 0.7924 -1.5638 -1.0048
H -1.5137 -0.0088 1.5314
*
```

Values from the calculation:
LUMO level ... -0.29 eV

***

#D
Molecular formula: C4H3NO2
Method: DFT, wB97M-V/def2-TZVPD

Structure (ORCA input):
```
! wB97M-V def2-TZVPD RIJCOSX def2/J DEFGRID3
* xyz 0 1
N 2.3414 -0.4204 0.7654
C 1.2397 -0.6580 0.2967
C 0.0222 -0.9828 -0.0915
C -1.1346 -0.0643 -0.0537
O -1.0578 1.1013 0.9138
C -1.1074 1.3495 -0.3898
O -1.0958 2.2899 -1.1199
H 3.0462 -0.0555 0.1256
H -0.1502 -2.0007 -0.4209
H -2.1037 -0.5589 -0.0257
*
```

Values from the calculation:
LUMO level ... 0.60 eV

***

Which one is most stable, and which one is least stable? #A is the most stable of them, while #B is the least stable.

***

#A
Molecular formula: C4H3NO2
Method: DFT, wB97M-V/def2-TZVPD

Structure (ORCA input):
```
! wB97M-V def2-TZVPD RIJCOSX def2/J DEFGRID3
* xyz 0 1
O -2.0088 1.9231 0.1393
C -1.5486 0.8674 0.1494
C -1.1063 -0.3928 0.2274
C 0.2209 -0.7832 -0.2680
N 1.7179 -0.4860 0.3043
C 1.1169 0.3203 -0.5822
O 1.0946 1.4724 -0.9388
H -1.8661 -1.1119 0.5143
H 0.3037 -1.7772 -0.6912
H 2.0759 -0.0321 1.1455
*
```

Values from the calculation:
LUMO level ... 0.50 eV

***

#B
Molecular formula: C4H3NO2
Method: DFT, wB97M-V/def2-TZVPD

Structure (ORCA input):
```
! wB97M-V def2-TZVPD RIJCOSX def2/J DEFGRID3
* xyz 0 1
O 1.9055 0.8324 -0.9641
C 1.7793 -0.1209 -0.2507
C 0.6171 -0.1692 0.8899
N 0.1092 -0.9081 -0.0690
C -1.0945 -0.3685 -0.4285
C -1.3776 0.6121 0.4516
O -0.3025 0.7851 1.2749
H 2.3540 -1.0598 -0.3161
H -1.6528 -0.7632 -1.2555
H -2.2974 1.1518 0.6326
*
```

Values from the calculation:
LUMO level ... 0.15 eV

***

Which one is most stable, and which one is least stable? #A is the most stable of them, while #B is the least stable.

***

#A
Molecular formula: C4H3NO2
Method: DFT, wB97M-V/def2-TZVPD

Structure (ORCA input):
```
! wB97M-V def2-TZVPD RIJCOSX def2/J DEFGRID3
* xyz 0 1
N 2.3084 -0.6124 0.8302
C 1.2202 -0.7137 0.2920
C 0.0079 -0.9012 -0.1950
C -1.0864 0.0476 0.2231
C -1.2178 1.2147 -0.7819
O -0.8215 0.9907 1.1058
O -1.1561 2.2584 -1.2571
H 3.0084 -0.0478 0.3519
H -0.2050 -1.7511 -0.8356
H -2.0579 -0.4852 0.2666
*
```

Values from the calculation:
LUMO level ... 0.34 eV

***

#B
Molecular formula: C4H3NO2
Method: DFT, wB97M-V/def2-TZVPD

Structure (ORCA input):
```
! wB97M-V def2-TZVPD RIJCOSX def2/J DEFGRID3
* xyz 0 1
C -0.6613 1.4213 0.3209
C -0.4023 0.1810 -0.0080
C -1.3748 -0.9636 0.0371
N -2.3302 -1.6835 -0.0134
O 0.7716 -0.1763 -0.8295
C 1.6284 -0.8894 -0.2826
O 1.5846 -1.0665 1.0165
H -1.6468 1.7645 0.6672
H 0.0004 2.4469 0.1660
H 2.4306 -1.0344 -1.0745
*
```

Values from the calculation:
LUMO level ... 0.04 eV

***

Which one is most stable, and which one is least stable? #B is the most stable of them, while #A is the least stable.

***

#A
Molecular formula: C4H3NO2
Method: DFT, wB97M-V/def2-TZVPD

Structure (ORCA input):
```
! wB97M-V def2-TZVPD RIJCOSX def2/J DEFGRID3
* xyz 0 1
O -2.1068 -1.4064 0.2076
C -0.9667 -0.8414 -0.0698
C 0.2385 -0.5268 0.8760
C 1.1515 0.5201 0.7152
O 1.2075 1.1676 -0.4947
N 0.2264 0.9741 -1.2520
C -0.6197 0.0354 -1.2363
H 0.3467 -1.3293 1.8265
H 1.8210 0.9799 1.4852
H -1.2983 0.4267 -2.0578
*
```

Values from the calculation:
LUMO level ... -0.36 eV

***

#B
Molecular formula: C4H3NO2
Method: DFT, wB97M-V/def2-TZVPD

Structure (ORCA input):
```
! wB97M-V def2-TZVPD RIJCOSX def2/J DEFGRID3
* xyz 0 1
C 1.6881 -0.2760 0.4970
C -0.2786 -0.4685 0.5068
C -1.5426 -0.1481 -0.0232
C 0.5901 0.3294 -0.2606
H 2.2756 -0.9281 -0.1652
H 1.9464 0.2593 1.4489
H -2.6839 -0.1272 0.3261
N 0.0514 1.0544 -1.2775
O 0.5903 -1.2694 1.2022
O -1.1702 0.8686 -0.8256
*
```

Values from the calculation:
LUMO level ... 0.76 eV

***

#C
Molecular formula: C4H3NO2
Method: DFT, wB97M-V/def2-TZVPD

Structure (ORCA input):
```
! wB97M-V def2-TZVPD RIJCOSX def2/J DEFGRID3
* xyz 0 1
N -1.5165 -0.2435 2.0545
C -0.9792 0.2573 1.0785
C -0.3429 0.8869 0.1145
C 0.9318 0.3722 -0.4423
O 1.4012 -0.8719 0.0453
C 0.8863 -0.7352 -1.3669
O 0.7107 -1.5140 -2.2393
H -2.2082 -0.9686 1.8712
H -0.7510 1.7921 -0.3172
H 1.6959 1.1254 -0.6246
*
```

Values from the calculation:
LUMO level ... 0.64 eV

***

Which one is most stable, and which one is least stable? #C is the most stable of them, while #B is the least stable.